Below is a cluster of 13 separate species, C87H186N5O14P2 in total, with properties calculated with ωB97M-V/def2-TZVPD.

Cartesian coordinates (Å):
C: -2.23258 3.48860 -18.19766
C: -0.96897 3.04507 -18.95982
C: 0.02121 2.38413 -17.94570
C: -0.50446 1.00030 -17.52433
N: 0.42404 0.26304 -16.55255
C: 0.68560 1.01843 -15.19464
C: -0.59182 0.85995 -14.37227
C: -1.19862 -0.47474 -14.80972
C: -0.40311 -0.99050 -16.05608
C: 1.77951 -0.13019 -17.08439
H: -2.81244 2.60792 -17.92148
H: -2.84683 4.15218 -18.80631
H: -1.96734 3.99323 -17.26864
H: -0.59467 3.90334 -19.51782
H: -0.98376 2.29846 -19.75384
H: 0.38311 2.94591 -17.08457
H: 0.91152 2.20181 -18.54755
H: -0.58882 0.29530 -18.35135
H: -1.47195 1.02605 -17.02295
H: 1.53933 0.57570 -14.68158
H: 0.92649 2.06776 -15.36487
H: -0.47559 1.04278 -13.30402
H: -1.32426 1.55353 -14.78530
H: -1.05719 -1.24273 -14.04928
H: -2.25104 -0.43921 -15.09123
H: 0.39325 -1.68504 -15.78866
H: -1.03351 -1.40695 -16.84174
H: 1.77151 -0.58836 -18.07339
H: 2.38754 -0.64403 -16.33984
H: 2.24791 0.78464 -17.44742
C: 8.94156 2.26589 -0.54609
C: 9.57269 3.62467 -0.61859
C: 10.02324 4.15247 0.79142
C: 8.86533 4.27320 1.77106
N: 9.32488 4.81449 3.19738
C: 8.04580 4.75045 4.11562
C: 8.23260 5.87173 5.13804
C: 8.86481 6.98869 4.34296
C: 9.70905 6.32217 3.22694
C: 10.48684 3.95495 3.86333
H: 8.68741 2.09583 -1.59231
H: 8.03983 2.38491 0.05459
H: 9.69999 1.54125 -0.24980
H: 8.83861 4.30771 -1.04601
H: 10.42428 3.56748 -1.29654
H: 10.58617 5.08207 0.70752
H: 10.64563 3.35701 1.20130
H: 8.52905 3.30210 2.13435
H: 8.20300 5.02651 1.34452
H: 8.04088 3.75793 4.56615
H: 7.19707 4.85785 3.44018
H: 8.85164 5.53937 5.97136
H: 7.27518 6.05748 5.62482
H: 9.35035 7.72046 4.98862
H: 8.06991 7.53038 3.83031
H: 10.79117 6.36929 3.34893
H: 9.34347 6.78522 2.31040
H: 10.36598 2.88014 3.72819
H: 10.50667 4.17063 4.93159
H: 11.42772 4.12121 3.33872
C: -6.35875 -2.10445 9.23630
C: -6.97614 -2.72404 10.56259
C: -7.03650 -1.81690 11.78050
C: -7.81580 -0.54129 11.46107
N: -8.47988 0.31255 12.56253
C: -9.01730 1.67263 12.05542
C: -9.12999 2.45575 13.36480
C: -7.88793 2.12837 14.09690
C: -7.53144 0.72824 13.67171
C: -9.61820 -0.56937 13.14961
H: -6.36434 -2.82840 8.42146
H: -5.37868 -1.63777 9.33515
H: -6.91354 -1.24360 8.86315
H: -6.37484 -3.59175 10.83392
H: -7.94977 -3.12582 10.28204
H: -6.02438 -1.70048 12.16799
H: -7.52635 -2.42255 12.54295
H: -8.61581 -0.75802 10.75318
H: -7.20559 0.17584 10.91200
H: -9.97131 1.63847 11.52931
H: -8.28718 2.01721 11.32310
H: -9.99138 2.30825 14.01623
H: -9.21337 3.52618 13.17681
H: -8.13223 2.05230 15.15644
H: -7.06136 2.83314 14.00639
H: -7.58778 -0.01030 14.47139
H: -6.53959 0.69040 13.22127
H: -10.18866 -1.07900 12.37312
H: -10.14740 0.20127 13.71011
H: -9.20216 -1.31447 13.82773
C: 2.93752 -3.45193 9.35814
C: 1.73285 -3.61488 10.31415
C: 1.49917 -2.51125 11.33896
C: 2.70861 -2.08352 12.27412
N: 2.30743 -0.98507 13.29927
C: 3.56776 -0.64826 14.15318
C: 3.15079 -0.19042 15.57464
C: 1.82979 -0.85293 15.81949
C: 1.38847 -1.48322 14.47627
C: 1.77229 0.31380 12.65535
H: 2.86840 -2.39669 9.09397
H: 3.09596 -4.11838 8.51029
H: 3.90019 -3.54677 9.86051
H: 1.76902 -4.60189 10.77523
H: 0.80570 -3.79824 9.77113
H: 0.70927 -2.82961 12.01926
H: 1.12760 -1.70179 10.71062
H: 3.48720 -1.64447 11.65030
H: 3.26096 -2.87210 12.78514
H: 4.22990 0.01608 13.59792
H: 4.08411 -1.59896 14.28597
H: 2.99404 0.88779 15.54311
H: 3.77495 -0.40655 16.44172
H: 1.18354 -0.07265 16.22152
H: 1.87464 -1.62243 16.59018
H: 0.34243 -1.34860 14.20100
H: 1.48835 -2.56696 14.41592
H: 0.78908 0.02327 12.28521
H: 2.47403 0.66084 11.89692
H: 1.40105 0.90754 13.49067
C: 2.46972 1.12169 -3.57509
C: 1.33827 1.37395 -2.53313
C: 1.76402 1.19343 -1.09689
C: 0.56059 1.22580 -0.12980
N: 0.79038 0.80005 1.31729
C: 1.83007 1.73732 2.01399
C: 1.38658 1.64627 3.46589
C: -0.14745 1.80569 3.42411
C: -0.50121 0.91624 2.18151
C: 1.31516 -0.62078 1.38867
H: 2.94065 0.15374 -3.40358
H: 3.16353 1.94053 -3.76542
H: 2.00602 1.05513 -4.55929
H: 0.52592 0.66823 -2.70678
H: 0.90349 2.36052 -2.69358
H: 2.50982 1.94000 -0.82391
H: 2.23899 0.21790 -1.20099
H: -0.27723 0.67672 -0.55952
H: 0.18254 2.23402 0.03957
H: 2.84201 1.44868 1.72977
H: 1.56341 2.74797 1.70483
H: 1.68831 0.70563 3.92658
H: 1.81766 2.39064 4.13536
H: -0.67759 1.55471 4.34284
H: -0.39008 2.85563 3.26021
H: -0.70729 -0.11016 2.48504
H: -1.25545 1.33763 1.51694
H: 0.72829 -1.22708 0.69868
H: 1.19662 -0.94295 2.42320
H: 2.32535 -0.59298 0.98021
C: -7.34524 3.79563 -6.18511
C: -7.30556 3.12694 -4.77110
C: -8.59830 3.30955 -4.07762
C: -8.41666 2.64580 -2.70643
P: -9.74247 2.94869 -1.44773
C: -8.94887 2.90154 0.08272
C: -9.79647 2.90871 1.35169
C: -8.92106 3.48215 2.61889
C: -8.95559 5.05833 2.80748
C: -10.50256 4.58594 -1.84682
C: -11.39228 5.26528 -0.81761
C: -11.79461 6.67679 -1.20761
C: -12.58289 7.44956 -0.17626
C: -11.03256 1.67305 -1.79561
C: -12.34392 1.81752 -1.08830
C: -13.28703 0.56444 -1.03669
C: -13.36213 -0.30418 -2.31149
H: -6.42376 3.68352 -6.75643
H: -7.68066 4.83173 -6.23086
H: -8.17891 3.43543 -6.78790
H: -6.53854 3.56463 -4.13218
H: -7.29713 2.04223 -4.87797
H: -9.42146 2.88325 -4.65101
H: -8.80782 4.36648 -3.91305
H: -7.49979 2.89349 -2.17154
H: -8.58874 1.57196 -2.77961
H: -8.15904 3.65043 0.14131
H: -8.40705 1.95578 0.07437
H: -10.11883 1.87864 1.50378
H: -10.76213 3.41167 1.30042
H: -7.86029 3.24749 2.53048
H: -9.19531 2.96281 3.53715
H: -8.57343 5.61556 1.95216
H: -8.38250 5.41087 3.66501
H: -9.95896 5.41129 3.04577
H: -11.20809 4.43876 -2.66455
H: -9.75448 5.26710 -2.25239
H: -10.84110 5.25683 0.12272
H: -12.28069 4.71184 -0.51342
H: -12.24442 6.70465 -2.20007
H: -10.88994 7.23238 -1.45458
H: -13.01358 8.39945 -0.49298
H: -11.93758 7.64163 0.68093
H: -13.43444 6.80096 0.02935
H: -10.61744 0.73005 -1.43992
H: -11.12998 1.55467 -2.87476
H: -13.01851 2.52092 -1.57639
H: -12.14017 2.14275 -0.06810
H: -14.26422 0.90961 -0.69895
H: -12.89177 0.01338 -0.18334
H: -14.06404 -1.12973 -2.19367
H: -12.38946 -0.79370 -2.36036
H: -13.62870 0.23768 -3.21893
C: 10.67234 -8.01036 -3.25722
C: 10.09581 -6.97311 -4.12954
C: 8.55517 -7.04715 -4.25230
C: 7.95395 -8.36478 -4.83882
P: 6.14642 -8.44153 -4.55752
C: 5.32796 -6.81402 -4.40767
C: 3.79821 -6.85353 -4.28904
C: 3.15623 -6.64444 -5.69444
C: 1.59925 -6.61846 -5.57695
C: 5.95383 -9.27998 -2.87713
C: 6.71358 -8.76632 -1.61261
C: 6.75137 -9.79878 -0.51792
C: 7.81121 -10.93563 -0.63792
C: 5.37968 -9.55966 -5.72016
C: 6.35940 -10.63688 -6.32814
C: 5.66516 -11.73805 -7.19172
C: 4.72466 -12.58420 -6.37505
H: 11.70767 -7.80487 -2.98527
H: 10.62555 -8.95831 -3.79323
H: 10.08159 -8.16857 -2.35496
H: 10.65518 -6.90888 -5.06284
H: 10.22440 -6.03028 -3.59789
H: 8.13381 -6.34244 -4.96918
H: 8.23710 -6.67952 -3.27670
H: 8.31999 -9.34268 -4.52605
H: 8.15328 -8.23477 -5.90254
H: 5.60222 -6.19076 -5.25881
H: 5.75572 -6.28153 -3.55823
H: 3.38756 -6.06384 -3.65987
H: 3.38874 -7.72219 -3.77342
H: 3.44330 -7.45576 -6.36336
H: 3.38764 -5.69070 -6.16870
H: 1.11419 -6.87246 -6.51944
H: 1.33239 -5.59793 -5.30232
H: 1.04878 -7.21920 -4.85294
H: 6.27939 -10.31379 -2.99266
H: 4.88939 -9.12307 -2.70265
H: 6.23511 -7.88402 -1.18752
H: 7.75993 -8.52100 -1.79446
H: 5.86129 -10.35301 -0.22013
H: 6.92022 -9.17619 0.36071
H: 8.09696 -11.37808 0.31639
H: 8.76818 -10.57231 -1.01248
H: 7.52363 -11.83573 -1.18123
H: 4.78592 -9.04271 -6.47404
H: 4.63618 -10.01722 -5.06752
H: 6.91740 -11.08320 -5.50502
H: 6.99319 -10.08718 -7.02402
H: 6.40048 -12.39668 -7.65390
H: 5.11256 -11.26899 -8.00581
H: 5.17901 -12.91075 -5.43961
H: 4.37844 -13.47299 -6.90256
H: 3.85888 -12.00939 -6.04623
C: 4.25205 7.57179 -2.48586
C: 4.67622 8.32987 -1.22554
O: 4.15220 8.02473 -0.12712
O: 5.52499 9.25723 -1.31968
H: 4.23855 8.32081 -3.27763
H: 3.29148 7.10406 -2.26990
H: 5.00477 6.84088 -2.78128
C: 9.08677 -3.49475 4.98237
C: 8.32151 -2.69408 3.97199
O: 8.70707 -2.81534 2.77032
O: 7.46741 -1.90983 4.46039
H: 8.75702 -3.26314 5.99515
H: 10.16814 -3.40542 4.87860
H: 8.89448 -4.55921 4.84807
C: -1.85720 8.82620 -2.38972
C: -3.33795 9.08869 -2.31364
O: -4.08973 8.11402 -2.16763
O: -3.74381 10.24799 -2.32266
H: -1.50620 8.54472 -3.38253
H: -1.50531 7.99086 -1.78434
H: -1.13044 9.60230 -2.14975
C: 6.16657 4.90706 -12.60401
C: 6.69293 4.58199 -13.97042
O: 7.92936 4.40754 -14.02902
O: 5.86708 4.42578 -14.85179
H: 5.08950 4.92209 -12.43729
H: 6.53265 5.89021 -12.30821
H: 6.57246 4.23698 -11.84616
O: -5.40209 -5.63482 -0.44953
C: -5.45575 -4.33335 -0.25124
O: -4.58597 -3.89091 0.58601
O: -6.31214 -3.62563 -0.80506
H: -4.61025 -5.68957 0.09045
O: -1.73880 5.78441 9.87992
C: -2.49641 5.37320 10.85683
O: -2.34094 5.93705 11.96643
O: -3.28125 4.40617 10.79089
H: -1.19164 6.16691 10.56978

Cartesian forces, eV/Å:
C -0.06 -0.77 -0.82
C 0.52 0.24 1.35
C 0.49 -0.57 -1.27
C 0.92 0.23 0.49
N -0.34 -0.86 1.65
C -0.54 0.04 -0.14
C -0.77 0.24 -1.67
C 0.76 -1.64 -0.39
C 1.13 1.39 0.67
C -0.19 1.35 -1.40
H -0.33 0.11 0.00
H -0.09 -0.10 0.15
H 0.15 0.15 -0.14
H 0.67 0.14 0.59
H -1.20 -0.18 -0.03
H -0.60 0.40 -0.11
H 0.33 -0.08 0.12
H -0.04 0.25 -0.23
H 0.06 0.18 0.02
H 0.01 -0.28 -0.41
H 0.08 -0.23 -0.28
H 0.09 -0.22 -0.21
H 0.20 0.69 0.50
H -0.32 0.01 0.08
H 0.03 0.24 0.39
H -0.33 -0.21 0.08
H 0.27 0.24 -0.11
H -0.77 -1.05 0.37
H -0.30 0.07 -0.18
H 0.36 0.38 0.98
C 0.17 0.65 -0.81
C 0.28 1.08 1.00
C 0.01 -1.16 -0.34
C 1.91 0.74 1.21
N -0.03 -0.02 0.65
C 1.42 -0.33 -0.18
C -0.29 -1.13 0.05
C -0.53 0.27 -0.10
C -0.45 -0.44 0.28
C -1.00 0.39 -1.15
H -0.42 -0.66 0.17
H 0.05 -0.94 0.07
H -0.56 -0.31 0.43
H 0.14 0.28 -0.08
H 0.14 0.36 0.16
H -0.04 0.03 0.04
H 0.59 0.15 -0.09
H -0.81 0.08 -0.94
H -0.78 -0.41 0.59
H -0.16 -0.02 -0.13
H 0.01 0.25 0.20
H 0.35 -0.13 -0.15
H -0.08 0.51 -0.32
H 0.42 -0.19 -0.27
H -0.03 0.11 0.07
H -0.20 0.21 -0.15
H 0.62 -0.34 -0.28
H -0.88 0.05 -0.03
H 0.12 0.27 -0.27
H -0.11 0.72 0.25
C -0.54 0.35 0.77
C 0.97 0.23 -1.87
C -0.52 -0.31 0.49
C 0.16 1.35 -0.49
N -0.76 -1.98 -0.40
C -0.64 -0.64 0.55
C -0.30 1.69 -1.05
C 0.54 -0.36 1.94
C 0.98 -0.82 -0.78
C 0.88 1.56 0.20
H 0.18 -0.07 0.21
H 0.35 -0.61 0.36
H -0.62 -0.10 0.07
H 0.03 -0.02 0.01
H -0.21 0.15 0.22
H 0.01 0.69 -0.12
H -0.32 0.17 0.22
H -0.21 -0.22 0.20
H 0.38 -0.07 0.11
H 0.01 -0.74 0.04
H 0.22 0.39 0.45
H -0.32 -0.76 -0.56
H 0.20 0.05 -0.33
H 0.24 0.40 0.14
H -0.11 -0.10 -0.34
H 0.02 0.05 -0.15
H 0.06 -0.07 0.14
H 0.01 0.49 -0.04
H -0.71 -0.74 0.09
H 0.12 0.20 -0.13
C 0.03 1.06 1.03
C 0.53 -2.30 -0.18
C 0.69 -0.01 0.76
C -0.86 0.92 -1.30
N 1.00 0.49 1.86
C 0.65 -0.79 0.40
C -0.04 0.92 -1.11
C -1.01 -0.35 -0.31
C -0.48 -0.40 -1.19
C -1.23 -2.27 1.05
H 0.37 -0.02 -0.90
H -0.94 0.13 -0.08
H -0.04 0.04 0.53
H 0.53 -0.06 0.61
H -0.11 0.79 -0.38
H -0.30 0.02 -0.17
H 0.17 0.61 0.58
H -0.05 0.41 -0.01
H -0.74 -0.24 0.33
H -0.24 0.08 0.04
H 0.05 -0.07 -0.30
H 0.17 0.05 0.15
H 0.77 -0.05 -0.74
H -0.59 -0.36 -0.36
H 0.07 -0.11 -0.20
H 0.06 0.52 -0.04
H 0.38 -0.01 0.47
H 0.28 -0.04 -0.95
H -0.25 0.36 0.43
H 1.13 0.79 -0.09
C -1.18 0.11 -0.27
C -0.08 0.72 -0.92
C 0.10 -0.20 0.40
C 0.02 0.55 0.22
N 0.89 -0.16 0.21
C -1.65 -0.13 0.21
C 0.15 -0.08 1.06
C 0.58 -0.30 -1.23
C 0.56 0.42 0.06
C -0.36 0.83 -0.63
H 0.36 0.19 0.11
H 0.27 -0.09 0.86
H -0.29 -0.26 -0.03
H -0.03 -0.16 -0.24
H 0.03 0.12 -0.06
H 0.09 -0.07 0.10
H 0.16 -0.23 1.02
H 0.05 -0.42 0.31
H 0.15 0.26 -0.59
H -0.21 0.05 0.17
H 0.37 -0.01 -0.46
H -0.12 -0.25 -0.14
H 0.20 0.25 -0.41
H 0.17 -0.48 -0.18
H -0.01 0.00 -0.33
H -0.45 0.24 -0.15
H -0.15 -0.24 0.30
H -0.24 -0.06 0.30
H 0.50 -0.23 -0.31
H 0.06 -0.23 0.55
C -0.48 -0.19 0.09
C -0.32 0.72 -2.10
C -0.55 0.75 1.56
C -2.12 -0.21 1.05
P -1.24 1.39 -3.46
C 0.43 -0.38 1.74
C 0.78 0.33 1.98
C -0.52 0.74 -0.85
C -0.61 -0.95 0.11
C -0.99 -0.43 -0.24
C 0.37 0.19 1.62
C 1.22 0.91 -1.24
C -0.35 -0.64 -0.09
C 0.86 -0.51 0.54
C -1.98 0.11 -0.26
C 0.80 0.13 0.41
C 0.42 -0.02 1.15
H -0.07 0.03 0.14
H 0.77 0.47 0.85
H 0.11 -1.05 -0.06
H 0.38 -0.42 -0.31
H 1.19 -0.07 -0.13
H -0.12 -0.10 0.14
H -0.05 0.11 -0.23
H 0.23 -0.12 -0.44
H 0.91 -0.34 -0.20
H -0.13 0.37 -0.39
H 0.22 -0.19 -0.04
H 0.31 -0.16 0.47
H 0.29 0.61 -0.19
H 0.00 -0.38 -0.56
H -0.46 0.19 -0.04
H -0.08 -0.19 -0.18
H 0.35 -0.47 0.00
H -0.23 -0.07 -0.35
H 0.35 -0.57 -0.59
H 0.25 -0.01 0.38
H 0.17 0.65 0.24
H -0.17 -0.44 -0.60
H -0.70 -0.42 0.02
H 0.44 0.07 0.32
H 0.34 -0.05 -0.35
H -0.37 -0.16 0.27
H -0.15 0.17 0.81
H 0.46 -0.22 -0.05
H 0.12 0.29 -0.10
H 0.58 0.80 0.00
H -0.38 0.08 0.06
H -0.05 0.11 -0.20
H -0.16 -0.74 -0.18
H -0.18 0.18 0.10
H 0.08 0.05 -0.72
H 0.22 0.08 0.05
C 0.09 -1.58 0.28
C -0.80 1.57 -0.19
C 0.37 -0.33 -0.39
C -0.46 1.09 0.12
P 1.09 -0.12 1.95
C 0.12 0.15 0.17
C -0.60 0.63 -1.16
C -1.69 -1.18 1.07
C -0.03 0.52 -0.25
C 0.70 1.26 -0.46
C -0.53 -0.09 -0.88
C 0.65 -1.39 1.41
C 0.51 0.38 0.31
C -0.33 -0.97 -0.28
C -1.01 0.51 -0.68
C 0.00 0.45 0.67
C -0.48 -0.11 0.63
H -0.10 -0.05 -0.01
H 0.34 -0.32 0.11
H 0.08 0.21 0.23
H -0.30 -0.01 -0.20
H 0.28 0.35 -0.35
H 0.53 0.61 0.12
H -0.64 -0.70 0.14
H 0.29 0.17 0.25
H -0.14 -0.51 -0.16
H 0.03 -0.11 -0.22
H 0.28 -0.34 0.21
H 0.58 0.39 0.10
H 0.19 -0.48 -0.40
H 0.15 0.07 -0.09
H 0.62 -0.09 0.23
H 0.15 0.30 -0.17
H -0.23 0.09 -0.21
H 0.78 -0.48 0.32
H -0.57 -0.20 -0.33
H -0.16 -0.76 0.14
H -0.04 0.17 -0.36
H -0.03 0.14 -0.35
H -0.75 0.52 -0.67
H 0.54 -0.35 0.32
H -0.34 0.38 0.42
H -0.01 0.08 -0.37
H -0.33 0.35 -0.56
H 0.33 0.10 -0.16
H -0.23 -0.40 -0.10
H 0.24 -0.09 -0.19
H 0.49 -0.08 0.34
H 0.31 0.28 0.07
H 0.06 0.13 -0.09
H 0.29 -0.21 -0.03
H -0.04 0.12 -0.03
H -0.24 -0.03 -0.21
C 0.16 0.53 0.20
C 0.95 1.22 1.43
O -0.57 -1.09 0.01
O 0.03 -0.54 -0.99
H -0.41 -0.20 -0.18
H 0.02 -0.03 -0.42
H 0.03 -0.19 0.16
C 0.26 -1.20 0.91
C 0.56 1.10 -0.97
O -0.72 0.04 0.68
O -0.32 -0.09 -0.49
H 0.20 0.18 0.04
H 0.00 0.29 -0.03
H -0.10 -0.20 -0.18
C 2.15 -0.62 -0.30
C -0.45 0.32 0.77
O -0.46 -2.24 -0.08
O 0.20 2.04 -0.39
H -0.48 -0.13 -0.47
H -0.51 -0.29 0.25
H -0.64 0.71 0.24
C -0.17 0.72 1.86
C 1.42 -0.87 1.05
O 0.45 0.22 -0.07
O -1.99 -0.19 -2.29
H -0.19 -0.05 -0.54
H 0.07 0.19 0.02
H 0.23 -0.20 -0.08
O 0.13 -2.01 -0.62
C -0.61 4.91 1.12
O 0.08 -0.71 -0.41
O -0.23 -0.68 -0.47
H 0.69 -1.35 0.42
O 1.45 0.25 -2.01
C -4.10 -3.03 4.21
O 1.27 1.52 0.53
O -0.38 -0.72 -2.09
H 1.68 1.64 -0.54

HOMO level	-0.18761	Ha
LUMO	-2.2	eV
E	-5435.31377	Ha
Kohn-Sham gap	2.914	eV
total charge	+1